Computed, not measured: a structure of composition C7H22N10O11Pb, with ωB97M-V/def2-TZVPD.

Summary:
LUMO (hartree): 0.002
Frontier orbital gap (eV): 7.17
2S+1: 1
Strongest force on any atom (eV/Å): 3.61
ΔE to the lowest compared entry with this formula, charge and spin (kcal/mol): 54.14

Last column: Löwdin charge in e.
CARTESIAN COORDINATES (ANGSTROEM)
Pb 9.78 -16.16 -11.35  1.69
O 10.09 -17.65 -15.68  0.08
C 9.89 -17.27 -14.40  -0.83
O 9.86 -16.02 -14.15  -0.15
O 9.70 -18.13 -13.52  -0.03
H 10.33 -16.79 -16.06  0.10
O 11.11 -18.35 -8.39  0.05
C 11.20 -18.79 -9.68  -0.80
O 10.41 -18.34 -10.57  -0.18
O 11.95 -19.76 -9.92  -0.03
H 11.82 -18.82 -7.95  0.09
C 10.68 -12.66 -12.94  -0.64
O 10.66 -13.59 -12.13  -0.07
N 10.62 -12.97 -14.27  0.18
N 11.00 -11.38 -12.67  0.16
H 10.49 -13.97 -14.45  0.09
H 10.48 -12.13 -14.80  0.09
H 11.35 -11.06 -11.79  0.10
H 11.28 -10.77 -13.42  0.10
C 6.41 -17.84 -11.72  -0.64
O 7.54 -17.52 -11.40  -0.05
N 5.62 -18.68 -10.94  0.15
N 5.72 -17.17 -12.66  0.15
H 4.99 -19.24 -11.49  0.09
H 6.21 -19.22 -10.32  0.11
H 4.72 -17.03 -12.64  0.10
H 6.28 -16.42 -13.03  0.11
C 6.92 -13.87 -10.75  -0.64
O 7.89 -14.48 -11.21  -0.12
N 7.04 -12.79 -9.97  0.18
N 5.64 -14.22 -11.02  0.17
H 6.26 -12.50 -9.42  0.10
H 7.93 -12.33 -9.85  0.11
H 4.84 -13.99 -10.45  0.10
H 5.45 -15.03 -11.59  0.07
C 11.42 -14.22 -8.80  -0.65
O 10.49 -14.82 -9.33  -0.10
N 12.05 -14.54 -7.64  0.18
N 12.03 -13.21 -9.47  0.16
H 12.79 -14.01 -7.23  0.10
H 11.59 -15.23 -7.06  0.12
H 12.86 -12.80 -9.09  0.10
H 11.77 -13.00 -10.42  0.06
C 13.27 -16.48 -11.60  -0.62
O 12.13 -16.47 -12.06  -0.07
N 14.01 -15.40 -11.24  0.17
N 14.02 -17.61 -11.62  0.18
H 14.99 -15.38 -11.02  0.10
H 13.59 -14.49 -11.25  0.08
H 14.91 -17.56 -11.16  0.09
H 13.67 -18.45 -12.06  0.13